Molecular formula: C4H12
Method: DFT, ωB97M-V with the def2-TZVPD basis set

Output
- LUMO energy (eV) = 1.139
- total charge = 0
- SMILES string = CC.CC

Cartesian coordinates (Å):
C (-0.2071, 0.7583, 1.7071)
C (-1.5737, 0.6021, 2.3985)
H (0.1902, 1.6903, 2.0196)
H (0.3118, -0.1189, 2.1146)
H (-0.2660, 0.6090, 0.6341)
H (-2.2028, -0.2329, 2.0635)
H (-2.2166, 1.4713, 2.2454)
H (-1.4517, 0.4596, 3.4184)
C (0.5837, -0.0008, -1.9690)
C (1.2261, -1.3490, -2.2073)
H (1.3652, 0.6551, -1.6743)
H (-0.0157, 0.3386, -2.7696)
H (0.0047, 0.1100, -0.9699)
H (0.4177, -2.0224, -2.4866)
H (1.6667, -1.7150, -1.2660)
H (2.0221, -1.3085, -2.9055)

Forces on atoms 1 to 3 (eV/Å):
-1.50 -2.14 0.72
-1.08 0.51 -2.16
0.86 0.68 -0.03

Results of the Löwdin charge analysis, in e, for atoms 1 through 2: number 1, C, carries -0.1365; number 2, C, carries -0.1696

=====

Molecular formula: C4H12
Method: DFT, ωB97M-V with the def2-TZVPD basis set

Output
- LUMO energy (eV) = 1.133
- total charge = 0
- SMILES string = CC.CC

Cartesian coordinates (Å):
C (-0.4759, 1.8870, 0.8593)
C (-1.4796, 1.5667, -0.3203)
H (-0.5825, 1.1260, 1.6233)
H (0.5132, 2.1556, 0.7516)
H (-1.1485, 2.7186, 1.3434)
H (-2.0947, 2.3450, -0.6163)
H (-2.1365, 0.9727, 0.2855)
H (-1.1171, 1.0387, -1.0843)
C (0.7748, -2.1052, -0.9672)
C (1.2874, -1.3367, 0.1482)
H (0.6157, -3.1920, -0.5278)
H (-0.1065, -1.6166, -1.2976)
H (1.3826, -1.9875, -1.8674)
H (1.8928, -0.4213, -0.1505)
H (0.5843, -1.3365, 1.0021)
H (2.0907, -1.8145, 0.8181)

Forces on atoms 1 to 3 (eV/Å):
-5.07 1.49 0.92
0.61 0.07 4.64
0.46 -0.48 -0.14

Results of the Löwdin charge analysis, in e, for atoms 1 through 2: number 1, C, carries -0.1373; number 2, C, carries -0.1272

=====

Molecular formula: C4H12
Method: DFT, ωB97M-V with the def2-TZVPD basis set

Output
- LUMO energy (eV) = 1.092
- total charge = 0
- SMILES string = CC.CC

Cartesian coordinates (Å):
C (-0.6794, -1.9747, 0.5466)
C (-2.1953, -1.8977, 0.8674)
H (-0.2671, -1.1296, -0.0189)
H (-0.0616, -2.2131, 1.4067)
H (-0.4556, -2.6817, -0.2659)
H (-2.6241, -2.8219, 0.4699)
H (-2.5756, -1.2131, 0.1123)
H (-2.3662, -1.7136, 1.9154)
C (1.7369, 1.2621, -0.7739)
C (1.0354, 2.6006, -0.4230)
H (1.8713, 0.6781, 0.1291)
H (1.2294, 0.7643, -1.5994)
H (2.6820, 1.5283, -1.2400)
H (1.1851, 2.8513, 0.6226)
H (1.4785, 3.4316, -0.9789)
H (0.0064, 2.5291, -0.7700)

Forces on atoms 1 to 3 (eV/Å):
0.34 -0.16 -1.10
1.39 -0.67 -2.18
-0.24 0.70 0.99

Results of the Löwdin charge analysis, in e, for atoms 1 through 2: number 1, C, carries -0.1750; number 2, C, carries -0.1506

=====

Molecular formula: C4H12
Method: DFT, ωB97M-V with the def2-TZVPD basis set

Output
- LUMO energy (eV) = 1.144
- total charge = 0
- SMILES string = CC.CC

Cartesian coordinates (Å):
C (-1.9867, 0.2246, 1.5425)
C (-2.4239, 0.3757, 0.0921)
H (-2.4412, 0.8829, 2.2818)
H (-2.1473, -0.7736, 1.9158)
H (-0.9209, 0.3372, 1.7554)
H (-3.1682, -0.3703, -0.1422)
H (-1.6010, 0.1695, -0.5769)
H (-2.8133, 1.3779, -0.0714)
C (2.0461, 0.2712, -0.3515)
C (2.3619, -0.9038, -1.2888)
H (2.8683, 0.9730, -0.2299)
H (1.1609, 0.8136, -0.6812)
H (1.8131, -0.1204, 0.6347)
H (3.4293, -1.0067, -1.4744)
H (2.0581, -1.8424, -0.8142)
H (1.8243, -0.9002, -2.2266)

Forces on atoms 1 to 3 (eV/Å):
0.73 -0.26 0.97
0.21 0.12 0.61
-0.45 0.17 -0.33

Results of the Löwdin charge analysis, in e, for atoms 1 through 2: number 1, C, carries -0.1760; number 2, C, carries -0.1546

=====

Molecular formula: C4H12
Method: DFT, ωB97M-V with the def2-TZVPD basis set

Output
- LUMO energy (eV) = 1.158
- total charge = 0
- SMILES string = CC.CC

Cartesian coordinates (Å):
C (1.8003, 1.3915, -0.7505)
C (2.0095, 0.1854, 0.1699)
H (1.0411, 2.0502, -0.3341)
H (2.7425, 1.9174, -0.9093)
H (1.4432, 1.1365, -1.7507)
H (1.2231, -0.5342, -0.0262)
H (1.9552, 0.5640, 1.1861)
H (2.8843, -0.4307, -0.0408)
C (-1.4106, -0.4613, 0.7904)
C (-2.3601, -1.0822, -0.2411)
H (-0.4000, -0.7441, 0.5368)
H (-1.5395, 0.6080, 0.9432)
H (-1.5577, -0.9034, 1.7818)
H (-3.3760, -0.8389, 0.0793)
H (-2.3042, -2.1691, -0.2037)
H (-2.1512, -0.6891, -1.2311)

Forces on atoms 1 to 3 (eV/Å):
0.34 -0.25 -0.45
-0.45 -0.09 -0.83
0.15 0.19 0.09

Results of the Löwdin charge analysis, in e, for atoms 1 through 2: number 1, C, carries -0.1652; number 2, C, carries -0.1685

=====

Molecular formula: C4H12
Method: DFT, ωB97M-V with the def2-TZVPD basis set

Output
- LUMO energy (eV) = 1.141
- total charge = 0
- SMILES string = CC.CC

Cartesian coordinates (Å):
C (-1.6488, -1.3717, 0.6456)
C (-2.5439, -0.2484, 0.1210)
H (-1.2062, -1.1755, 1.6224)
H (-2.2207, -2.2999, 0.7018)
H (-0.8069, -1.5523, -0.0253)
H (-2.9330, -0.5561, -0.8528)
H (-1.9096, 0.5938, -0.1697)
H (-3.3042, 0.0686, 0.8240)
C (2.5091, 0.9376, 0.2766)
C (1.6474, 0.6599, -0.9658)
H (3.5511, 0.8543, -0.0435)
H (2.3695, 1.9506, 0.6000)
H (2.3760, 0.2458, 1.1037)
H (1.3400, 1.6016, -1.4264)
H (0.6785, 0.2437, -0.6747)
H (2.1017, 0.0479, -1.7370)

Forces on atoms 1 to 3 (eV/Å):
-0.12 -0.20 0.00
1.22 -0.08 -0.76
-0.19 0.12 0.08

Results of the Löwdin charge analysis, in e, for atoms 1 through 2: number 1, C, carries -0.1793; number 2, C, carries -0.1678

=====

Molecular formula: C4H12
Method: DFT, ωB97M-V with the def2-TZVPD basis set

Output
- LUMO energy (eV) = 1.171
- total charge = 0
- SMILES string = CC.CC

Cartesian coordinates (Å):
C (-1.1587, -1.5725, -1.3811)
C (0.3478, -1.3635, -1.1730)
H (-1.5860, -2.2888, -0.6843)
H (-1.6350, -0.6129, -1.1555)
H (-1.4852, -1.6781, -2.4323)
H (0.7559, -1.1165, -2.1550)
H (0.8930, -2.2538, -0.8514)
H (0.4324, -0.5092, -0.5316)
C (1.1511, 1.4294, 1.0587)
C (-0.3139, 1.4151, 1.4946)
H (1.8475, 1.7403, 1.8481)
H (1.5459, 0.4234, 0.8523)
H (1.1884, 2.0933, 0.1992)
H (-0.5976, 2.4775, 1.5800)
H (-0.6155, 1.0903, 2.5062)
H (-1.0230, 1.0513, 0.7451)

Forces on atoms 1 to 3 (eV/Å):
-0.44 0.98 -0.17
-0.59 -0.45 -1.37
-0.15 -0.26 -0.34

Results of the Löwdin charge analysis, in e, for atoms 1 through 2: number 1, C, carries -0.1682; number 2, C, carries -0.1522

=====

Molecular formula: C4H12
Method: DFT, ωB97M-V with the def2-TZVPD basis set

Output
- LUMO energy (eV) = 1.130
- total charge = 0
- SMILES string = CC.CC

Cartesian coordinates (Å):
C (-1.7554, -0.4379, -0.0473)
C (-2.5195, 0.2312, -1.1667)
H (-0.6683, -0.5510, -0.2637)
H (-1.8024, 0.2048, 0.8679)
H (-2.1942, -1.3876, 0.2695)
H (-2.2280, -0.1920, -2.1491)
H (-2.0216, 1.2327, -1.1711)
H (-3.5957, 0.2815, -1.0237)
C (2.4782, -0.5674, 0.4408)
C (1.7457, 0.8183, 0.7946)
H (3.0752, -0.3971, -0.4338)
H (3.0451, -1.0685, 1.2637)
H (1.8894, -1.4631, 0.0997)
H (1.4220, 0.9268, 1.8264)
H (0.8877, 0.7311, 0.1235)
H (2.2418, 1.6384, 0.5692)

Forces on atoms 1 to 3 (eV/Å):
0.19 -0.07 1.47
1.94 0.91 -0.66
-0.90 -0.15 -0.03

Results of the Löwdin charge analysis, in e, for atoms 1 through 2: number 1, C, carries -0.1992; number 2, C, carries -0.1797

=====

Calculated relative energy (zero: lowest compared OMol25 entry of this formula, charge and spin) (kcal per mole), listed in the same order as above: 15.99 44.34 16.62 7.06 7.79 5.18 13.17 21.30
Calculated gap between HOMO and LUMO (eV), listed in the same order as above: 12.4 11.8 12.3 12.8 12.4 12.9 12.5 12.5
Calculated DFT total energy (Ha), listed in the same order as above: -159.55950 -159.51432 -159.55849 -159.57373 -159.57255 -159.57671 -159.56398 -159.55102